{
  "formula": "H32O16",
  "method": "ωB97M-V/def2-TZVPD",
  "symbols": ["H", "H", "H", "H", "H", "O", "H", "O", "H", "H", "H", "H", "O", "O", "O", "H", "O", "H", "H", "H", "H", "H", "O", "H", "O", "O", "H", "O", "H", "H", "H", "H", "H", "O", "O", "H", "O", "H", "H", "H", "O", "H", "H", "H", "H", "H", "O", "O"],
  "xyz": [[1.13, -3.70, 0.93], [0.01, 2.09, -2.68], [0.48, -0.43, -1.90], [-1.59, -3.20, 1.07], [-2.03, -3.02, -1.00], [-1.21, -2.63, -0.76], [3.48, 0.04, -0.23], [-0.84, 2.49, -2.85], [-0.28, 4.14, -0.90], [-2.89, -0.88, 1.36], [2.94, -1.22, -1.01], [-0.68, -0.62, -0.09], [1.72, 1.77, -1.96], [0.18, 3.84, -0.11], [3.32, -0.50, 2.40], [0.79, -1.70, -2.73], [-2.64, 1.82, -0.78], [1.18, -2.20, 0.96], [-1.70, -0.91, 2.34], [-3.18, 0.31, -1.95], [3.13, -1.41, 2.64], [2.28, 2.03, -2.72], [1.50, -2.96, 0.47], [0.50, 0.41, -0.10], [0.60, -0.77, -2.80], [2.71, -0.37, -0.60], [-2.18, 2.34, -1.44], [-0.76, 2.05, 2.00], [2.29, 1.10, -1.52], [2.12, 2.26, 1.19], [-2.24, -3.02, 2.48], [0.76, 1.76, 1.59], [-1.28, 1.25, 2.01], [-2.34, -0.33, 1.97], [1.66, 1.47, 1.28], [2.68, -0.20, 1.74], [-0.42, 0.25, -0.38], [-1.92, -0.56, -2.06], [-1.24, 2.66, 1.46], [-0.65, 3.42, -3.00], [-1.67, -3.56, 1.98], [-1.91, 1.24, -0.51], [0.58, -0.58, 2.82], [-0.54, -3.14, -1.22], [0.27, -2.01, 2.92], [0.52, 3.03, -0.42], [-2.87, -0.56, -2.19], [0.26, -1.31, 2.28]],
  "spin_multiplicity": 1,
  "de_lowest_kcal_mol": 89.53,
  "e_tot_ha": -1223.05610
}

{
  "formula": "C28H22F7NO5RuSTe",
  "method": "ωB97M-V/def2-TZVPD",
  "symbols": ["C", "C", "C", "H", "F", "C", "C", "O", "C", "C", "H", "C", "C", "S", "C", "H", "H", "H", "C", "H", "H", "H", "H", "C", "H", "C", "C", "H", "F", "F", "O", "C", "O", "H", "O", "Ru", "C", "C", "Te", "C", "F", "C", "H", "H", "H", "O", "C", "C", "F", "H", "H", "C", "H", "C", "C", "C", "H", "F", "F", "H", "N", "C", "H", "C", "H", "C"],
  "xyz": [[3.57, -0.40, -1.69], [-2.39, 0.43, -1.65], [3.65, 4.96, 2.85], [5.63, 6.06, 3.67], [-1.67, -2.62, -4.33], [-1.89, -1.62, -3.43], [2.28, 0.01, 0.89], [5.43, 6.57, 4.47], [3.49, 5.13, 4.23], [4.27, 6.14, 5.01], [2.43, 4.53, 5.98], [2.00, 3.22, 2.88], [4.06, -1.10, -0.44], [1.03, 2.00, 2.03], [-0.41, -2.73, -1.69], [2.99, 3.89, 1.11], [1.01, -3.14, 1.24], [2.13, -1.44, 3.18], [-1.55, -0.62, -1.27], [5.59, -2.17, -1.48], [5.26, -3.02, 2.69], [2.54, -0.67, -1.90], [4.32, 5.59, 2.28], [5.57, -2.68, 0.60], [4.19, -0.68, -2.54], [3.89, -1.56, 1.95], [2.56, 4.37, 4.92], [3.56, -2.13, 3.99], [-2.69, 2.02, 3.46], [-2.51, -1.47, 1.28], [-1.40, 0.85, 1.33], [2.90, 4.02, 2.18], [1.30, -0.15, 0.19], [-3.16, -0.58, -4.81], [2.39, 0.96, 1.81], [-0.72, -0.80, 0.55], [-2.94, 0.42, -2.91], [-1.30, -1.67, -2.18], [-2.58, 0.24, 2.74], [3.47, -0.87, 0.80], [-3.75, 1.43, -3.29], [1.82, 3.40, 4.25], [1.99, -5.15, 0.08], [1.34, -5.55, -2.31], [6.68, -4.21, -0.44], [3.93, 6.56, 6.08], [-2.71, -0.59, -3.83], [0.95, -4.70, -1.77], [0.21, -1.38, 2.30], [6.73, -4.35, 1.32], [7.68, -3.11, 0.50], [5.12, -1.99, -0.52], [-0.21, -3.97, -3.42], [3.22, -1.37, 3.28], [0.79, -3.39, 0.21], [4.94, -2.47, 1.82], [-2.62, 1.23, -0.95], [-4.19, -0.42, 3.77], [-3.98, 0.76, 1.61], [1.11, 2.78, 4.77], [-0.05, -2.54, -0.40], [0.08, -3.82, -2.39], [3.60, 0.68, -1.58], [1.31, -4.49, -0.44], [3.44, -0.39, 3.70], [6.72, -3.64, 0.49]],
  "spin_multiplicity": 2,
  "charge": -1,
  "de_lowest_kcal_mol": 0.00,
  "e_tot_ha": -2971.49580
}

{
  "formula": "CH8SSi2",
  "method": "ωB97M-V/def2-TZVPD",
  "symbols": ["H", "H", "C", "H", "H", "Si", "H", "Si", "H", "H", "H", "S"],
  "xyz": [[0.12, -1.74, -0.87], [3.40, -0.32, -0.96], [1.26, 0.60, 0.05], [0.15, -1.68, 1.41], [1.25, 0.88, -1.07], [-2.20, 0.20, 0.12], [-2.76, 0.20, 1.52], [-0.14, -0.89, 0.24], [-2.56, 1.59, -0.05], [1.24, 1.57, 0.48], [-2.70, -0.47, -1.14], [2.95, 0.05, 0.28]],
  "spin_multiplicity": 1,
  "de_lowest_kcal_mol": 14.94,
  "e_tot_ha": -1019.97338
}

{
  "formula": "C6H11NO",
  "method": "ωB97M-V/def2-TZVPD",
  "symbols": ["C", "H", "C", "H", "H", "O", "C", "H", "H", "H", "C", "H", "H", "N", "H", "H", "C", "C", "H"],
  "xyz": [[1.60, 0.65, 0.70], [2.42, 1.34, 1.02], [0.75, 1.53, -0.26], [-1.02, 2.16, -1.20], [-3.45, -0.48, 0.71], [1.17, -1.58, -0.46], [-1.43, 0.48, 0.33], [1.26, 2.33, -0.88], [2.82, -1.09, 0.65], [-2.92, -0.55, -1.19], [-0.59, 1.38, -0.49], [0.56, -1.75, 0.34], [-1.34, 0.81, 1.34], [-1.30, -1.05, 0.29], [-1.06, -1.19, -0.64], [1.01, 0.42, 1.61], [2.09, -0.60, -0.10], [-2.63, -0.38, -0.03], [2.72, -0.37, -1.03]],
  "spin_multiplicity": 1,
  "de_lowest_kcal_mol": 85.88,
  "e_tot_ha": -365.09460
}

{
  "formula": "C18H11BrN4O3Yb",
  "method": "ωB97M-V/def2-TZVPD",
  "symbols": ["H", "C", "C", "N", "C", "C", "O", "N", "H", "H", "C", "N", "N", "H", "C", "C", "C", "Br", "H", "H", "C", "C", "H", "C", "Yb", "C", "C", "C", "C", "H", "C", "H", "H", "H", "O", "C", "C", "O"],
  "xyz": [[0.43, 4.53, -5.06], [-0.19, 4.50, 0.70], [0.05, 4.28, -1.68], [0.18, -3.60, -0.48], [-3.71, -0.08, 0.24], [4.17, 0.01, 3.52], [1.92, -0.08, 0.70], [-2.52, -0.10, 0.27], [-0.28, 5.12, 1.59], [-0.05, 6.16, -0.64], [0.03, 2.87, -1.53], [2.32, 0.00, 1.93], [1.48, 0.04, 2.89], [6.65, 0.05, 0.55], [4.59, 0.03, 1.13], [-0.01, -2.49, -0.23], [0.32, 4.08, -4.08], [0.21, 0.21, -2.59], [5.90, 0.02, 4.77], [4.19, 0.02, 0.13], [5.96, 0.04, 1.38], [-0.12, 2.23, -0.26], [-0.33, 2.69, 1.82], [0.18, 2.11, -2.72], [-0.32, -0.14, 0.32], [6.43, 0.04, 2.68], [0.19, 4.86, -2.97], [0.32, 2.67, -3.96], [5.54, 0.02, 3.75], [3.47, -0.01, 4.34], [-0.22, 3.09, 0.82], [7.50, 0.05, 2.87], [0.20, 5.94, -3.05], [0.43, 2.05, -4.84], [-4.90, -0.05, 0.20], [3.72, 0.01, 2.21], [-0.06, 5.09, -0.53], [0.27, 0.00, 2.45]],
  "spin_multiplicity": 2,
  "charge": -1,
  "e_tot_ha": -4870.08135
}

{
  "formula": "CH15NO5",
  "method": "ωB97M-V/def2-TZVPD",
  "symbols": ["H", "H", "H", "O", "H", "H", "H", "H", "H", "O", "O", "H", "O", "H", "H", "H", "H", "O", "C", "H", "N", "H"],
  "xyz": [[-1.82, -0.30, -0.20], [-1.61, -1.50, 1.84], [4.56, 3.22, -3.44], [-1.82, 0.38, -0.93], [-0.40, 1.81, 1.32], [3.99, 3.61, -4.72], [-1.16, -2.90, -0.77], [-2.84, -2.30, 1.05], [0.10, -0.24, 2.32], [3.90, 2.92, -4.07], [-0.61, 1.94, 2.26], [1.36, 0.52, -1.08], [0.76, -0.93, 2.20], [1.52, -0.45, 1.87], [-1.03, -3.71, 0.71], [-0.06, -2.29, 0.45], [-0.06, 0.95, -0.73], [0.86, 0.94, -0.40], [-1.07, -2.70, 0.30], [-2.57, 0.16, -1.46], [-2.00, -1.77, 0.94], [-0.01, 2.62, 2.53]],
  "spin_multiplicity": 1,
  "de_lowest_kcal_mol": 18.95,
  "e_tot_ha": -478.03699
}

{
  "formula": "C8H6FO3S",
  "method": "ωB97M-V/def2-TZVPD",
  "symbols": ["H", "H", "C", "O", "H", "O", "C", "S", "C", "C", "H", "F", "C", "O", "H", "C", "C", "H", "C"],
  "xyz": [[1.94, 2.49, 0.14], [-0.05, 2.24, -0.20], [0.94, 0.48, 0.05], [3.55, -1.29, -1.15], [-2.36, 0.84, -0.91], [5.63, -0.13, -0.29], [-1.39, -1.00, -0.07], [4.24, -0.56, -0.08], [0.98, -0.91, 0.28], [3.43, 1.07, 0.16], [-0.23, -2.64, 0.34], [4.29, 2.10, 0.10], [2.03, 1.35, 0.23], [4.05, -1.13, 1.27], [1.93, -1.33, 0.45], [-1.43, 0.38, -0.44], [-0.19, -1.59, 0.30], [-2.33, -1.55, -0.41], [-0.27, 1.16, -0.16]],
  "spin_multiplicity": 1,
  "charge": -1,
  "de_lowest_kcal_mol": 0.00,
  "e_tot_ha": -1032.23478
}

{
  "formula": "C17H27NO5",
  "method": "ωB97M-V/def2-TZVPD",
  "symbols": ["H", "C", "H", "H", "H", "H", "H", "H", "O", "H", "C", "H", "C", "H", "H", "H", "H", "C", "C", "C", "H", "H", "O", "C", "H", "O", "H", "C", "N", "H", "O", "C", "H", "H", "C", "H", "C", "C", "C", "O", "H", "H", "C", "H", "H", "C", "C", "H", "H", "C"],
  "xyz": [[-0.07, 1.96, 3.08], [-1.67, 1.38, 1.86], [1.82, -3.27, -4.06], [1.12, -1.22, 4.59], [-2.34, 0.04, 4.03], [3.21, -2.19, -2.41], [0.09, 2.04, -1.06], [0.60, 0.78, -3.80], [1.42, 2.00, 1.14], [1.20, -3.73, -2.46], [1.32, -2.90, -3.16], [-0.85, 2.78, -3.93], [0.26, -1.44, 1.17], [1.32, 0.53, 4.59], [-3.07, 0.40, -0.88], [2.63, 0.72, -2.15], [-3.23, 2.04, -0.18], [-1.35, -0.08, 4.44], [-0.30, -0.18, 3.33], [0.75, 1.77, -1.89], [-1.87, 2.14, -2.64], [0.05, -1.74, -4.09], [-1.85, 0.76, 0.68], [-1.22, 1.87, -3.46], [2.46, 1.58, -0.62], [-2.50, 2.09, 2.35], [-0.45, -2.31, 2.96], [1.48, -0.29, -0.65], [1.66, -1.46, -1.22], [-1.80, 1.32, -4.20], [0.02, -2.46, -3.45], [0.73, 1.02, 1.34], [-0.44, 0.09, -2.53], [-1.63, -1.34, 2.08], [-0.31, 1.09, 2.46], [-1.33, -0.99, 5.04], [0.82, -0.23, 0.60], [2.19, -1.80, -2.52], [1.94, 0.96, -1.34], [0.42, -2.56, 0.68], [1.14, 2.70, -2.31], [1.86, -0.41, 3.20], [-0.05, 1.02, -2.95], [-1.14, 0.76, 5.08], [1.26, -2.24, -0.67], [-0.58, -1.37, 2.42], [1.09, -0.33, 3.96], [-3.92, 0.65, 0.68], [2.21, -0.93, -3.18], [-3.10, 0.98, 0.04]],
  "spin_multiplicity": 1,
  "de_lowest_kcal_mol": 33.28,
  "e_tot_ha": -1094.96560
}

{
  "formula": "C6H10F2S",
  "method": "ωB97M-V/def2-TZVPD",
  "symbols": ["H", "C", "C", "H", "S", "H", "C", "H", "C", "H", "F", "C", "C", "H", "H", "H", "F", "H", "H"],
  "xyz": [[0.23, 1.22, -2.92], [-2.02, -2.04, 2.33], [-0.39, -0.62, 0.52], [0.13, 2.57, 0.08], [-1.66, -1.82, 0.61], [1.83, 2.56, -0.58], [0.13, -0.34, -0.80], [-2.17, -3.15, 2.55], [1.16, 0.89, -2.50], [1.57, 0.00, -2.95], [1.09, -1.13, 1.47], [0.87, 0.79, -1.09], [1.05, 1.85, -0.15], [1.87, 1.62, -2.77], [1.19, 1.33, 0.80], [-2.97, -1.52, 2.63], [-0.61, 0.42, 1.45], [-0.07, -1.09, -1.54], [-1.24, -1.55, 2.85]],
  "spin_multiplicity": 1,
  "de_lowest_kcal_mol": 35.39,
  "e_tot_ha": -832.43546
}

{
  "formula": "C25H31NO2",
  "method": "ωB97M-V/def2-TZVPD",
  "symbols": ["H", "C", "C", "H", "C", "O", "C", "H", "H", "N", "C", "C", "C", "H", "H", "C", "C", "H", "H", "C", "C", "H", "H", "C", "H", "H", "H", "H", "O", "C", "C", "H", "H", "H", "C", "H", "H", "C", "H", "H", "C", "H", "H", "C", "C", "C", "C", "H", "H", "C", "H", "H", "H", "C", "H", "H", "C", "H", "C"],
  "xyz": [[0.15, -4.14, -1.36], [-0.04, -3.64, -0.41], [-0.69, -4.36, 1.79], [-2.29, 1.51, -5.32], [-1.57, 1.15, -4.59], [-0.38, 1.77, -2.55], [2.81, 6.16, 1.52], [-3.74, -3.55, 3.98], [-0.63, 0.95, -5.09], [0.78, -2.45, -0.44], [1.72, 4.10, 2.06], [0.72, -1.75, -1.71], [1.17, 4.04, 0.78], [1.68, 2.22, -1.15], [2.48, 6.90, -0.46], [2.53, 5.15, 2.42], [0.31, 2.87, 0.37], [-0.44, 3.21, -0.35], [-3.74, -2.89, 1.60], [2.27, 6.11, 0.25], [1.19, 1.79, -0.27], [0.16, -5.25, 3.55], [-1.02, 3.12, -3.90], [-0.09, -0.28, 0.51], [1.97, 1.49, 0.43], [-2.32, 2.34, -2.95], [-0.21, 2.47, 1.24], [1.50, 3.31, 2.77], [-1.90, 0.55, -1.44], [0.41, 0.53, -0.70], [-1.80, -4.44, 3.90], [1.75, -1.29, 0.98], [-1.95, 0.22, -4.16], [1.03, 5.02, -1.11], [-1.79, -3.70, 1.24], [0.30, -2.11, 1.56], [-2.13, -4.12, -0.82], [-0.77, 0.94, -1.58], [1.37, -4.30, 1.13], [2.31, -0.43, -1.12], [1.46, 5.06, -0.12], [1.44, 0.10, -2.56], [2.95, 5.19, 3.42], [0.38, -4.56, 0.76], [1.32, -0.35, -1.57], [-0.69, -4.74, 3.12], [-1.38, 2.18, -3.49], [-1.87, -2.41, -0.49], [-1.81, -4.72, 4.95], [-2.89, -3.41, 2.02], [-0.03, 0.31, 1.42], [-1.14, -0.53, 0.35], [-0.31, -1.65, -2.09], [-1.56, -3.41, -0.21], [3.45, 6.99, 1.81], [0.40, -5.60, 0.44], [-2.89, -3.78, 3.36], [1.29, -2.33, -2.44], [0.72, -1.56, 0.72]],
  "spin_multiplicity": 1,
  "de_lowest_kcal_mol": 1.10,
  "e_tot_ha": -1176.50029
}

{
  "formula": "C3H5IO",
  "method": "ωB97M-V/def2-TZVPD",
  "symbols": ["H", "H", "O", "I", "C", "H", "C", "C", "H", "H"],
  "xyz": [[-1.42, -0.80, 0.72], [-1.13, -1.00, -1.04], [0.01, -2.00, 0.42], [2.40, 0.05, -0.37], [-0.59, -0.91, -0.08], [0.94, -2.01, 0.08], [-0.07, 1.71, 0.10], [0.33, 0.26, -0.10], [-1.08, 2.14, 0.26], [0.62, 2.56, 0.01]],
  "spin_multiplicity": 3,
  "de_lowest_kcal_mol": 13.10,
  "e_tot_ha": -490.05775
}

{
  "formula": "C3H9N2O",
  "method": "ωB97M-V/def2-TZVPD",
  "symbols": ["H", "H", "C", "H", "N", "C", "H", "C", "H", "H", "H", "H", "O", "H", "N"],
  "xyz": [[1.43, 1.81, -1.03], [2.85, 0.34, -0.16], [0.66, 0.51, 0.09], [1.79, -1.34, -0.26], [-0.27, 0.26, 0.90], [1.91, -0.29, 0.21], [2.03, -0.61, 1.34], [-1.51, 0.33, 0.92], [-1.78, 0.04, -1.03], [-0.07, -1.34, -1.01], [-3.28, 0.56, -0.25], [-2.06, 0.20, 1.89], [0.57, 1.50, -0.73], [-0.01, -2.32, -0.75], [-2.26, 0.36, -0.14]],
  "spin_multiplicity": 1,
  "charge": 1,
  "de_lowest_kcal_mol": 91.80,
  "e_tot_ha": -304.10407
}